Record 1
A 10-piece molecular cluster, C19H54BrNO13 overall, computed with ωB97M-V/def2-TZVPD.

Summary:
2S+1: 1
Energy in eV: -118724.38559
Charge: 0
Gap between HOMO and LUMO in eV: 10.051
SMILES: CO[C@@](CN)(CC(=O)OC(C)=O)C[C@H](C)Br.CO.CO.CO.CO.CO.CO.CO.CO.CO
HOMO in eV: -9.73

Last columns: bonded neighbours and bond lengths (Å).
Geometry (Å):
1 C -2.40 -2.20 -2.48  O2 1.415, H17 1.088, H18 1.089, H19 1.094
2 O -2.05 -2.96 -1.34  C1 1.415, C3 1.420
3 C -1.81 -2.24 -0.14  O2 1.420, C4 1.542, C6 1.537, C13 1.564
4 C -3.06 -1.45 0.28  C3 1.542, N5 1.465, H20 1.091, H21 1.092
5 N -4.33 -2.16 0.07  C4 1.465, H22 1.010, H23 1.008
6 C -1.56 -3.39 0.85  C3 1.537, C7 1.507, H24 1.095, H25 1.090
7 C -1.24 -3.09 2.29  C6 1.507, O8 1.214, O9 1.384
8 O -1.28 -3.95 3.15  C7 1.214
9 O -0.79 -1.81 2.58  C7 1.384, C10 1.395
10 C -1.31 -1.16 3.70  O9 1.395, C11 1.497, O12 1.208
11 C -1.71 0.26 3.44  C10 1.497, H26 1.088, H27 1.086, H28 1.094
12 O -1.32 -1.66 4.80  C10 1.208
13 C -0.50 -1.40 -0.28  C3 1.564, C14 1.537, H29 1.093, H30 1.087
14 C -0.60 0.13 -0.19  C13 1.537, C15 1.529, Br16 2.008, H31 1.083
15 C -0.56 0.87 -1.53  C14 1.529, H32 1.092, H33 1.091, H34 1.092
16 Br 0.97 0.74 0.91  C14 2.008
17 H -1.78 -2.52 -3.31  C1 1.088
18 H -2.24 -1.13 -2.35  C1 1.089
19 H -3.45 -2.38 -2.75  C1 1.094
20 H -3.00 -1.18 1.34  C4 1.091
21 H -3.12 -0.52 -0.30  C4 1.092
22 H -4.19 -3.16 0.07  N5 1.010
23 H -4.73 -1.89 -0.81  N5 1.008
24 H -0.74 -3.98 0.45  C6 1.095
25 H -2.43 -4.05 0.88  C6 1.090
26 H -2.45 0.53 4.20  C11 1.088
27 H -2.11 0.42 2.44  C11 1.086
28 H -0.82 0.88 3.56  C11 1.094
29 H -0.06 -1.66 -1.24  C13 1.093
30 H 0.22 -1.74 0.46  C13 1.087
31 H -1.44 0.47 0.40  C14 1.083
32 H -1.57 1.12 -1.86  C15 1.092
33 H -0.05 0.28 -2.29  C15 1.091
34 H -0.01 1.80 -1.43  C15 1.092
35 C 0.04 1.60 -5.49  O36 1.430, H37 1.082, H38 1.093, H39 1.092
36 O -0.30 0.25 -5.18  C35 1.430, H40 0.960
37 H 0.43 2.06 -4.59  C35 1.082
38 H 0.81 1.64 -6.26  C35 1.093
39 H -0.85 2.15 -5.81  C35 1.092
40 H -0.64 -0.16 -5.98  O36 0.960
41 C 2.28 -0.11 4.83  O42 1.423, H43 1.088, H44 1.093, H45 1.095
42 O 1.20 0.46 5.57  C41 1.423, H46 0.962
43 H 2.86 0.72 4.42  C41 1.088
44 H 2.92 -0.72 5.47  C41 1.093
45 H 1.91 -0.72 4.00  C41 1.095
46 H 0.68 -0.27 5.92  O42 0.962
47 C 3.85 0.83 -2.97  O48 1.424, H49 1.087, H50 1.093, H51 1.093
48 O 2.67 0.10 -2.62  C47 1.424, H52 0.962
49 H 3.90 0.86 -4.05  C47 1.087
50 H 3.80 1.85 -2.57  C47 1.093
51 H 4.75 0.33 -2.59  C47 1.093
52 H 2.62 0.10 -1.66  O48 0.962
53 C 3.11 4.10 -4.40  O54 1.424, H55 1.088, H56 1.090, H57 1.090
54 O 1.71 4.05 -4.14  C53 1.424, H58 0.962
55 H 3.26 4.47 -5.41  C53 1.088
56 H 3.60 4.79 -3.70  C53 1.090
57 H 3.56 3.11 -4.31  C53 1.090
58 H 1.61 3.73 -3.24  O54 0.962
59 C -1.69 -0.66 7.95  O60 1.427, H61 1.089, H62 1.094, H63 1.089
60 O -2.80 -0.12 8.66  C59 1.427, H64 0.959
61 H -1.10 0.19 7.60  C59 1.089
62 H -1.07 -1.28 8.59  C59 1.094
63 H -2.02 -1.23 7.08  C59 1.089
64 H -3.34 -0.85 8.97  O60 0.959
65 C -3.17 4.46 -5.89  O66 1.424, H67 1.087, H68 1.093, H69 1.093
66 O -3.28 3.20 -5.25  C65 1.424, H70 0.960
67 H -2.48 5.06 -5.30  C65 1.087
68 H -2.78 4.36 -6.90  C65 1.093
69 H -4.13 4.98 -5.93  C65 1.093
70 H -3.89 2.66 -5.76  O66 0.960
71 C -2.62 -7.57 1.78  O72 1.419, H73 1.088, H74 1.094, H75 1.095
72 O -1.42 -6.81 1.85  C71 1.419, H76 0.962
73 H -2.38 -8.50 1.27  C71 1.088
74 H -3.00 -7.80 2.78  C71 1.094
75 H -3.40 -7.05 1.22  C71 1.095
76 H -1.61 -5.98 2.30  O72 0.962
77 C 5.11 -0.60 2.20  O78 1.423, H79 1.087, H80 1.094, H81 1.093
78 O 4.74 0.69 1.74  C77 1.423, H82 0.960
79 H 6.19 -0.62 2.29  C77 1.087
80 H 4.67 -0.82 3.18  C77 1.094
81 H 4.80 -1.37 1.49  C77 1.093
82 H 3.78 0.72 1.66  O78 0.960
83 C 4.34 5.89 -1.19  O84 1.425, H85 1.087, H86 1.093, H87 1.092
84 O 3.67 4.64 -1.13  C83 1.425, H88 0.960
85 H 5.07 5.83 -2.00  C83 1.087
86 H 3.65 6.71 -1.41  C83 1.093
87 H 4.87 6.11 -0.26  C83 1.092
88 H 3.03 4.69 -0.41  O84 0.960



Record 2
A 8-piece molecular cluster, C19H54O13 overall, computed with ωB97M-V/def2-TZVPD.

Summary:
2S+1: 1
Energy in eV: -47193.56338
Charge: 0
Gap between HOMO and LUMO in eV: 10.308
SMILES: CC(C)O.CC(C)O.CC(C)O.OCCO.OCCO.OCCO.OCCO.OCCO
HOMO in eV: -9.92

Last columns: bonded neighbours and bond lengths (Å).
Geometry (Å):
1 C 1.61 -0.99 3.99  C2 1.539, H5 1.083, H6 1.099, H7 1.111
2 C 0.75 0.25 4.29  C1 1.539, C3 1.529, O4 1.403, H8 1.107
3 C 0.88 0.74 5.73  C2 1.529, H9 1.086, H10 1.101, H11 1.088
4 O 1.14 1.32 3.48  C2 1.403, H12 0.959
5 H 2.65 -0.85 4.26  C1 1.083
6 H 1.57 -1.20 2.91  C1 1.099
7 H 1.21 -1.89 4.50  C1 1.111
8 H -0.29 0.00 4.02  C2 1.107
9 H 1.93 0.98 5.92  C3 1.086
10 H 0.51 -0.04 6.42  C3 1.101
11 H 0.29 1.64 5.91  C3 1.088
12 H 1.09 1.06 2.56  O4 0.959
13 C 0.31 -0.78 -4.33  C14 1.499, H17 1.093, H18 1.084, H19 1.099
14 C -0.49 -1.56 -5.34  C13 1.499, C15 1.525, O16 1.424, H20 1.098
15 C -1.27 -2.70 -4.70  C14 1.525, H21 1.090, H22 1.077, H23 1.088
16 O -1.38 -0.70 -6.05  C14 1.424, H24 0.963
17 H 1.13 -1.38 -3.94  C13 1.093
18 H -0.32 -0.50 -3.49  C13 1.084
19 H 0.78 0.10 -4.78  C13 1.099
20 H 0.19 -2.00 -6.08  C14 1.098
21 H -1.80 -3.24 -5.49  C15 1.090
22 H -1.99 -2.33 -4.00  C15 1.077
23 H -0.63 -3.41 -4.19  C15 1.088
24 H -1.73 -0.10 -5.38  O16 0.963
25 C 0.12 -4.88 2.96  C26 1.540, H29 1.091, H30 1.096, H31 1.081
26 C 1.17 -5.46 2.00  C25 1.540, C27 1.481, O28 1.413, H32 1.106
27 C 1.30 -4.65 0.76  C26 1.481, H33 1.104, H34 1.091, H35 1.105
28 O 2.47 -5.44 2.55  C26 1.413, H36 0.971
29 H 0.48 -3.90 3.28  C25 1.091
30 H 0.08 -5.51 3.85  C25 1.096
31 H -0.89 -4.76 2.58  C25 1.081
32 H 0.88 -6.47 1.66  C26 1.106
33 H 1.84 -3.70 0.95  C27 1.104
34 H 0.30 -4.36 0.42  C27 1.091
35 H 1.80 -5.23 -0.03  C27 1.105
36 H 2.49 -5.75 3.47  O28 0.971
37 C -1.93 5.43 2.22  C38 1.485, O40 1.392, H41 1.101, H42 1.087
38 C -1.22 4.15 2.49  C37 1.485, O39 1.460, H43 1.098, H44 1.092
39 O -2.23 3.10 2.49  C38 1.460, H45 0.963
40 O -2.84 5.69 3.25  C37 1.392, H46 0.948
41 H -2.39 5.43 1.22  C37 1.101
42 H -1.18 6.21 2.28  C37 1.087
43 H -0.76 4.15 3.48  C38 1.098
44 H -0.45 3.96 1.74  C38 1.092
45 H -1.78 2.29 2.76  O39 0.963
46 H -3.38 4.93 3.42  O40 0.948
47 C -4.12 -0.27 -1.53  C48 1.509, O50 1.440, H51 1.089, H52 1.100
48 C -3.94 0.89 -2.47  C47 1.509, O49 1.415, H53 1.085, H54 1.104
49 O -3.13 1.91 -1.92  C48 1.415, H55 0.959
50 O -4.85 0.09 -0.33  C47 1.440, H56 0.963
51 H -3.16 -0.72 -1.27  C47 1.089
52 H -4.75 -1.00 -2.07  C47 1.100
53 H -4.93 1.25 -2.72  C48 1.085
54 H -3.44 0.52 -3.39  C48 1.104
55 H -3.73 2.64 -1.75  O49 0.959
56 H -4.25 0.23 0.41  O50 0.963
57 C 3.78 -0.61 -1.80  C58 1.514, O60 1.424, H61 1.099, H62 1.099
58 C 3.47 -1.85 -1.00  C57 1.514, O59 1.471, H63 1.113, H64 1.090
59 O 2.25 -2.52 -1.48  C58 1.471, H65 0.970
60 O 2.84 0.41 -1.50  C57 1.424, H66 0.968
61 H 3.75 -0.95 -2.85  C57 1.099
62 H 4.81 -0.28 -1.61  C57 1.099
63 H 3.28 -1.68 0.09  C58 1.113
64 H 4.33 -2.51 -1.05  C58 1.090
65 H 2.39 -3.46 -1.26  O59 0.970
66 H 2.77 1.10 -2.18  O60 0.968
67 C 0.88 3.89 -2.40  C68 1.478, O70 1.401, H71 1.096, H72 1.086
68 C 0.36 4.09 -1.03  C67 1.478, O69 1.430, H73 1.111, H74 1.093
69 O 0.15 5.48 -0.78  C68 1.430, H75 0.971
70 O 2.11 4.51 -2.64  C67 1.401, H76 0.957
71 H 0.14 4.21 -3.15  C67 1.096
72 H 1.06 2.82 -2.52  C67 1.086
73 H 1.16 3.68 -0.37  C68 1.111
74 H -0.57 3.58 -0.75  C68 1.093
75 H 1.03 5.88 -0.71  O69 0.971
76 H 2.08 5.47 -2.63  O70 0.957
77 C -0.66 -1.10 0.34  C78 1.485, O80 1.409, H81 1.107, H82 1.089
78 C -0.33 0.31 0.65  C77 1.485, O79 1.415, H83 1.104, H84 1.102
79 O 1.06 0.54 0.78  C78 1.415, H85 0.974
80 O -0.36 -1.48 -0.98  C77 1.409, H86 0.962
81 H -1.76 -1.15 0.48  C77 1.107
82 H -0.17 -1.78 1.03  C77 1.089
83 H -0.80 0.64 1.59  C78 1.104
84 H -0.76 0.97 -0.13  C78 1.102
85 H 1.46 0.35 -0.09  O79 0.974
86 H 0.54 -1.80 -1.00  O80 0.962



Record 3
A 9-piece molecular cluster, C19H55O9S8 overall, computed with ωB97M-V/def2-TZVPD.

Summary:
2S+1: 1
Energy in eV: -125694.95201
Charge: -1
Gap between HOMO and LUMO in eV: 6.200
HOMO in eV: -4.11

Last columns: bonded neighbours and bond lengths (Å).
Geometry (Å):
1 C 0.80 0.85 -0.01  C2 1.621, H5 1.120, H6 1.153, H7 1.039
2 C 0.29 0.49 -1.51  C1 1.621, C3 1.523, O4 1.412, H8 1.102
3 C 1.47 0.53 -2.47  C2 1.523, H9 1.109, H10 1.082, H11 1.093
4 O -0.12 -0.86 -1.49  C2 1.412
5 H 0.79 1.97 0.04  C1 1.120
6 H 1.87 0.47 0.21  C1 1.153
7 H 0.14 0.69 0.77  C1 1.039
8 H -0.44 1.23 -1.87  C2 1.102
9 H 2.22 1.26 -2.12  C3 1.109
10 H 1.20 0.93 -3.44  C3 1.082
11 H 1.96 -0.44 -2.57  C3 1.093
12 C 4.05 -2.93 -2.56  S13 1.812, H16 1.100, H17 1.099, H18 1.074
13 S 3.00 -2.76 -1.09  C12 1.812, O14 1.551, C15 1.819
14 O 2.71 -4.15 -0.45  S13 1.551
15 C 4.03 -1.89 0.12  S13 1.819, H19 1.110, H20 1.078, H21 1.110
16 H 3.93 -1.95 -3.06  C12 1.100
17 H 3.64 -3.75 -3.17  C12 1.099
18 H 5.08 -3.16 -2.36  C12 1.074
19 H 4.34 -0.91 -0.31  C15 1.110
20 H 4.86 -2.56 0.23  C15 1.078
21 H 3.47 -1.80 1.07  C15 1.110
22 C 2.58 -0.86 3.84  S23 1.681, H26 1.079, H27 1.078, H28 1.065
23 S 3.80 -0.59 4.96  C22 1.681, O24 1.547, C25 1.732
24 O 3.96 0.90 5.34  S23 1.547
25 C 2.96 -1.30 6.30  S23 1.732, H29 1.138, H30 1.056, H31 1.084
26 H 2.02 -1.77 3.98  C22 1.079
27 H 2.82 -0.71 2.80  C22 1.078
28 H 1.88 -0.06 3.94  C22 1.065
29 H 1.99 -0.74 6.51  C25 1.138
30 H 3.55 -1.40 7.18  C25 1.056
31 H 2.49 -2.26 6.13  C25 1.084
32 C -2.64 0.90 -4.12  S33 1.769, H36 1.106, H37 1.115, H38 1.085
33 S -2.97 0.27 -2.50  C32 1.769, O34 1.513, C35 1.807
34 O -4.04 1.18 -1.93  S33 1.513
35 C -3.58 -1.33 -3.07  S33 1.807, H39 1.070, H40 1.086, H41 1.072
36 H -2.81 0.12 -4.88  C32 1.106
37 H -1.65 1.41 -4.22  C32 1.115
38 H -3.41 1.64 -4.29  C32 1.085
39 H -4.09 -1.88 -2.30  C35 1.070
40 H -2.70 -1.91 -3.35  C35 1.086
41 H -4.28 -1.12 -3.85  C35 1.072
42 C 0.34 3.62 5.49  S43 1.799, H46 1.117, H47 1.097, H48 1.055
43 S 1.41 2.28 4.95  C42 1.799, O44 1.565, C45 1.820
44 O 0.43 1.08 5.14  S43 1.565
45 C 1.56 2.60 3.16  S43 1.820, H49 1.102, H50 1.070, H51 1.071
46 H -0.57 3.70 4.85  C42 1.117
47 H 0.98 4.50 5.61  C42 1.097
48 H -0.06 3.35 6.43  C42 1.055
49 H 2.06 3.59 3.20  C45 1.102
50 H 0.63 2.61 2.64  C45 1.070
51 H 2.36 2.04 2.71  C45 1.071
52 C 0.54 -2.44 -4.70  S53 1.786, H56 1.136, H57 1.059, H58 1.101
53 S 0.14 -4.18 -4.58  C52 1.786, O54 1.537, C55 1.797
54 O 1.41 -5.03 -4.49  S53 1.537
55 C -0.37 -4.14 -2.85  S53 1.797, H59 1.026, H60 1.084, H61 1.091
56 H 1.65 -2.24 -4.59  C52 1.136
57 H 0.36 -1.82 -3.86  C52 1.059
58 H 0.08 -2.00 -5.60  C52 1.101
59 H -1.13 -3.46 -2.76  C55 1.026
60 H 0.50 -3.89 -2.26  C55 1.084
61 H -0.66 -5.12 -2.45  C55 1.091
62 C -1.13 -3.33 0.29  S63 1.791, H66 1.143, H67 1.091, H68 1.070
63 S -1.41 -1.72 1.01  C62 1.791, O64 1.541, C65 1.751
64 O -2.65 -1.86 1.91  S63 1.541
65 C 0.03 -1.67 2.01  S63 1.751, H69 1.055, H70 1.055, H71 1.100
66 H -0.10 -3.37 -0.19  C62 1.143
67 H -1.85 -3.60 -0.49  C62 1.091
68 H -1.22 -4.03 1.09  C62 1.070
69 H 0.18 -0.79 2.56  C65 1.055
70 H 0.78 -1.69 1.27  C65 1.055
71 H 0.06 -2.49 2.74  C65 1.100
72 C -2.57 1.65 0.82  S73 1.811, H76 1.087, H77 1.112, H78 1.025
73 S -1.93 1.71 2.52  C72 1.811, O74 1.512, C75 1.795
74 O -1.71 3.15 2.92  S73 1.512
75 C -3.50 1.20 3.23  S73 1.795, H79 1.143, H80 1.104, H81 1.038
76 H -3.05 0.72 0.55  C72 1.087
77 H -1.79 1.95 0.08  C72 1.112
78 H -3.30 2.31 0.56  C72 1.025
79 H -4.36 1.89 2.94  C75 1.143
80 H -3.49 1.24 4.34  C75 1.104
81 H -3.78 0.22 3.06  C75 1.038
82 C -0.76 3.99 -2.38  S83 1.780, H86 1.053, H87 1.091, H88 1.128
83 S -2.52 3.94 -2.16  C82 1.780, O84 1.552, C85 1.776
84 O -2.95 5.20 -1.38  S83 1.552
85 C -3.00 4.18 -3.85  S83 1.776, H89 1.023, H90 1.134, H91 1.098
86 H -0.47 4.89 -2.85  C82 1.053
87 H -0.45 3.14 -2.99  C82 1.091
88 H -0.34 3.71 -1.37  C82 1.128
89 H -2.57 3.50 -4.47  C85 1.023
90 H -2.90 5.25 -4.22  C85 1.134
91 H -4.05 3.93 -4.04  C85 1.098